Entry from the Open Molecules 2025 dataset: a molecular structure, C23H38AsF4N2Si2Ta (ωB97M-V/def2-TZVPD).

Computed properties:
ΔE to the lowest compared entry with this formula, charge and spin   0.330 eV
Maximum force   0.707 eV Å⁻¹
HOMO (alpha / beta)   -14.1 / -14.1 eV
E   -116450.729 eV
Charge   +2

Geometry as XYZ:
```
71
Properties=species:S:1:pos:R:3:forces:R:3
H 2.23479 -1.29415 1.89882 -0.02 -0.01 -0.01
H 0.49751 1.19057 -4.03700 0.01 0.02 -0.01
C -1.45614 2.01629 -4.14437 -0.02 -0.03 -0.02
H 2.88615 1.07276 -0.29954 0.09 -0.03 -0.01
H -4.17573 -2.17821 1.35880 0.05 0.01 -0.04
H -3.88015 -3.36496 0.06203 0.02 0.03 0.03
As -0.57359 -1.61241 -0.35394 -0.07 0.68 0.18
H 2.45627 -4.76546 -0.70628 0.04 0.05 0.02
C 1.14645 3.88239 -2.96900 0.01 0.02 0.01
H -2.42609 2.04820 -3.65545 0.05 0.03 -0.02
Si 1.67869 -2.49771 -0.19613 0.06 -0.21 0.01
C -3.60542 -3.06403 1.07548 -0.01 0.05 -0.07
H 0.30719 3.57435 -1.00493 0.00 0.01 0.01
H 1.31779 -4.20547 -1.92131 -0.02 0.00 0.00
C -1.34509 -2.03300 2.91347 -0.02 -0.09 0.01
H -3.20156 0.62854 1.85010 -0.01 0.00 -0.05
H 3.38369 -0.77324 -0.91581 0.02 0.02 -0.03
F 3.65163 2.11398 1.58674 0.04 0.01 0.02
N 0.95957 1.44565 0.46466 0.17 0.08 -0.21
C -2.76511 2.21611 -1.04086 0.17 -0.02 0.04
H -1.59649 -5.22608 2.11145 -0.04 0.04 0.02
C -1.07201 -4.67009 1.32873 0.02 0.01 -0.02
H 1.02016 3.55807 -4.00096 0.00 -0.02 -0.02
H 0.73161 -4.83341 -0.37827 0.06 0.03 -0.10
H 1.40042 0.13566 -1.91201 -0.03 0.04 0.02
F -0.58793 1.12341 4.85673 -0.02 -0.01 0.03
H 1.87174 1.68430 5.68550 0.00 0.00 0.00
C -2.97471 0.88402 -1.45899 -0.12 -0.19 0.06
C 1.34538 1.56064 1.80964 -0.15 -0.10 0.04
H -1.99112 -1.16950 3.07497 -0.01 0.01 -0.02
H -1.50041 -2.71750 3.75280 -0.02 0.02 0.02
F -0.89173 1.08395 2.12001 0.11 -0.11 0.05
H 3.79901 -2.43036 -1.29469 0.02 -0.01 0.05
H -0.00958 -4.72268 1.55418 0.02 0.00 0.05
C 0.33505 1.32965 2.72429 0.12 0.03 -0.02
C 2.74881 1.89018 3.73706 0.04 0.01 0.04
C -3.08670 0.93218 0.82060 -0.04 0.04 -0.09
H -0.86880 3.61177 -2.29575 0.00 0.05 -0.02
H 1.01268 4.96359 -2.95015 -0.02 0.00 0.00
H -1.14972 3.03598 -4.36514 0.03 0.01 -0.03
H -3.93809 -3.86821 1.74014 0.00 0.01 -0.01
H -3.44195 -0.94565 -0.29422 -0.03 -0.04 -0.05
C 0.46608 1.36007 4.08917 -0.02 0.01 -0.05
H -2.99217 0.51632 -2.47139 -0.08 -0.02 0.03
H 1.47296 -2.84353 2.27943 -0.03 -0.05 0.00
Si -1.76443 -2.94823 1.33912 -0.12 -0.01 -0.01
C -0.39072 1.22759 -3.40454 0.04 -0.02 0.10
Ta -0.87519 0.88738 -0.17079 -0.11 -0.12 0.17
H 3.14497 -2.79697 1.73540 0.01 0.01 0.02
H -2.65447 3.12302 0.98893 -0.02 -0.01 -0.01
C 1.46233 1.22441 -1.87017 -0.04 -0.10 0.06
H 2.32440 2.70978 -0.54354 -0.02 0.01 -0.01
C 2.59170 1.85693 2.35348 -0.04 -0.01 0.01
H -1.26068 -5.18534 0.38584 -0.01 0.01 0.02
H 2.67148 -1.59792 -2.32852 -0.03 0.01 0.00
C 2.15921 -2.34331 1.59892 0.14 0.00 -0.04
C 1.50926 -4.23712 -0.84625 -0.06 0.01 0.02
C 2.97555 -1.70978 -1.28712 -0.07 0.04 0.01
H -0.30645 -1.70433 2.94569 0.00 0.01 0.01
C -2.78759 2.24902 0.36794 0.06 -0.06 0.15
H 2.09556 1.54056 -2.69856 0.01 0.05 0.04
H -1.60118 1.51992 -5.10432 -0.02 0.00 0.00
H -2.62326 3.06993 -1.67712 0.01 0.04 -0.03
N 0.07361 1.75194 -2.04718 0.08 -0.10 -0.32
F 3.95320 2.16974 4.20622 -0.02 0.00 -0.01
C 0.12142 3.26191 -2.03333 -0.01 -0.04 0.03
C 1.71163 1.64573 4.61688 0.00 -0.01 -0.01
H 2.17323 3.68225 -2.66812 -0.01 0.04 0.00
C 2.00947 1.66458 -0.53758 0.01 0.04 -0.06
C -3.20792 0.10287 -0.30535 -0.17 -0.21 -0.01
H -0.69843 0.19246 -3.24455 0.00 0.04 0.00
```
Forces are in eV/Å.